(1)
ORCA calculation (ωB97M-V/def2-TZVPD) on 13 unconnected molecules or ions with the total composition C44H122N8O16 in a non-equilibrium geometry.

Gap between HOMO and LUMO ... 9.3852 eV
HOMO energy ... -8.9 eV
Total charge ... 0
Energy ... -3391.27496 Ha
Strongest force on any atom ... 0.0555 hartree/bohr

Element x y z (Å)
C1 12.197 17.111 14.114
H1 13.698 12.470 18.113
H2 18.561 8.933 17.293
C2 13.648 17.001 14.493
C3 19.133 11.392 13.791
H3 14.396 14.083 20.661
H4 13.802 10.824 17.756
H5 16.783 8.979 15.381
H6 18.945 10.326 13.585
H7 19.015 12.411 21.854
C4 13.561 12.640 14.162
O1 15.854 9.029 13.494
O2 21.215 8.980 17.577
H8 9.863 8.178 17.540
H9 22.415 15.379 16.479
C5 11.656 15.807 13.785
H10 12.174 15.383 12.924
C6 21.793 14.818 17.201
H11 15.233 19.372 12.404
H12 12.979 16.843 10.438
H13 10.539 17.841 15.153
H14 10.061 14.250 12.310
H15 20.517 11.741 18.715
H16 21.539 9.891 14.160
O3 14.253 9.366 15.897
H17 18.314 13.789 14.385
C7 12.840 16.129 18.622
C8 13.798 17.287 19.014
H18 12.417 11.459 16.220
N1 15.651 22.062 12.366
N2 18.669 13.803 13.433
H19 20.322 8.103 19.265
H20 18.300 22.408 12.685
C9 21.357 10.932 14.443
H21 22.133 15.155 18.223
C10 19.474 9.978 18.986
H22 13.299 9.465 15.736
H23 17.417 12.712 17.490
C11 10.253 8.039 18.520
H24 18.260 16.943 12.933
C12 15.925 15.330 11.793
H25 19.073 16.796 16.864
H26 14.931 7.556 16.419
H27 20.424 15.775 22.887
H28 14.722 11.293 15.006
H29 23.365 11.881 17.298
O4 14.750 11.818 14.159
H30 21.016 13.573 23.627
O5 17.128 18.503 12.285
H31 18.086 8.331 18.825
H32 19.894 14.629 16.061
C13 20.310 15.113 16.973
H33 12.405 16.299 8.815
H34 18.628 11.214 11.135
C14 16.063 8.407 14.729
H35 15.397 10.529 20.699
H36 16.817 17.333 13.974
H37 14.110 17.975 14.645
N3 19.641 11.336 18.414
H38 13.630 13.373 14.979
H39 20.565 16.814 15.946
H40 11.835 15.106 14.587
H41 12.471 11.162 13.306
H42 14.659 16.825 19.469
H43 18.975 14.848 23.520
H44 12.771 14.422 17.205
C15 14.466 15.921 9.129
H45 19.933 15.005 18.924
H46 10.757 12.443 17.633
C16 16.028 12.657 20.468
H47 16.367 13.718 18.817
C17 13.219 16.744 9.387
C18 12.333 11.830 14.178
H48 11.907 18.693 15.402
O6 14.605 14.931 11.400
H49 13.704 16.414 15.446
H50 12.570 9.050 18.417
N4 11.554 17.714 15.325
C19 18.015 16.022 21.316
H51 17.269 12.190 13.164
H52 18.955 11.519 14.866
O7 21.987 13.423 17.003
C20 18.302 9.268 18.311
H53 13.806 12.451 20.705
H54 17.211 10.828 20.253
H55 20.192 11.677 22.643
C21 10.900 12.148 18.687
O8 20.511 11.600 13.565
H56 16.108 15.294 12.829
H57 18.251 18.495 13.952
C22 20.707 9.044 18.903
N5 19.553 12.476 22.722
H58 14.673 13.073 22.037
H59 15.516 15.220 7.385
H60 13.549 14.089 9.961
H61 13.423 17.723 9.031
H62 12.594 15.611 19.560
C23 21.582 13.623 21.578
H63 14.129 14.523 18.398
O9 16.224 12.797 19.021
H64 16.358 19.590 13.803
H65 19.581 13.591 18.156
H66 11.424 9.847 17.283
O10 10.310 15.880 13.591
H67 22.465 8.132 16.341
H68 14.729 21.783 12.031
H69 19.562 11.265 17.403
H70 13.625 13.219 13.236
C24 14.456 14.694 10.030
H71 16.682 11.220 21.859
C25 9.695 14.666 13.281
C26 18.754 12.236 11.517
H72 22.749 7.498 17.826
C27 13.477 15.089 17.730
H73 18.742 20.630 12.775
H74 21.119 13.752 20.616
C28 20.488 13.653 22.682
C29 17.945 21.407 12.922
H75 11.614 17.112 17.294
C30 16.590 14.912 16.323
C31 16.683 21.020 12.171
H76 16.801 13.261 20.964
O11 19.092 15.122 21.374
H77 19.786 12.630 11.424
H78 15.411 16.461 9.467
H79 18.280 16.971 21.771
H80 17.160 15.635 21.875
H81 16.991 20.930 11.148
C32 21.885 7.786 17.183
H82 15.371 12.944 16.353
H83 16.558 7.483 14.554
H84 16.696 14.665 11.364
H85 17.690 14.924 17.967
H86 21.533 9.301 19.570
O12 10.605 9.284 19.086
H87 15.631 22.335 13.345
H88 12.465 11.117 19.763
H89 15.346 9.815 13.720
H90 16.315 13.256 14.937
C33 20.090 16.576 16.857
C34 14.670 13.072 20.925
N6 14.660 15.693 7.662
H91 18.183 12.806 10.796
H92 16.087 16.357 11.573
H93 11.042 7.308 18.545
H94 21.206 6.973 16.948
H95 13.339 18.007 19.698
H96 9.813 13.931 14.019
H97 23.542 13.284 18.343
H98 14.145 15.559 17.033
H99 24.071 13.445 16.727
H100 9.451 7.591 19.149
O13 12.159 10.996 15.347
H101 14.261 17.720 18.117
C35 17.649 17.770 13.370
H102 14.190 16.416 13.771
H103 15.679 15.451 16.037
H104 11.452 12.481 14.000
H105 20.584 17.191 17.610
H106 13.838 15.138 7.341
H107 11.148 13.094 19.170
H108 17.433 9.939 18.266
H109 12.004 17.777 13.238
N7 13.190 11.659 17.814
C36 16.261 19.600 12.707
H110 17.458 15.294 15.765
H111 22.107 12.635 21.553
C37 12.083 11.172 18.753
C38 18.308 12.416 12.974
C39 14.780 8.120 15.501
H112 19.228 9.988 20.088
H113 9.981 11.733 19.129
H114 22.351 14.325 21.869
C40 16.316 11.168 20.818
O14 16.741 15.122 17.730
C41 23.305 12.961 17.319
H115 17.794 16.095 20.264
N8 19.509 14.613 18.060
C42 19.678 14.957 22.653
H116 19.692 13.833 13.555
H117 14.080 7.654 14.868
H118 20.929 10.807 15.451
H119 15.309 14.095 9.646
O15 11.628 16.629 18.161
C43 16.315 13.394 16.012
O16 17.461 12.615 16.540
H120 8.626 14.935 13.154
H121 17.714 21.392 14.002
H122 22.340 11.447 14.528
C44 11.702 9.755 18.331


(2)
ORCA calculation (ωB97M-V/def2-TZVPD) on 22 unconnected molecules or ions with the total composition C44H132O44 in a non-equilibrium geometry.

Gap between HOMO and LUMO ... 9.6548 eV
HOMO energy ... -9.6 eV
Total charge ... 0
Energy ... -5065.65752 Ha
Strongest force on any atom ... 0.0829 hartree/bohr

Element x y z (Å)
H1 15.095 9.282 -12.607
H2 19.238 5.211 -12.430
O1 19.181 7.783 -12.658
H3 16.994 3.161 -6.024
H4 14.204 6.054 -11.029
H5 23.361 -1.004 -11.430
O2 15.504 1.795 -8.243
H6 13.788 2.259 -11.527
H7 24.226 -0.357 -14.304
C1 19.960 8.001 -7.608
H8 19.596 -1.625 -10.616
H9 15.803 10.165 -9.757
H10 13.107 3.739 -13.309
H11 18.083 10.903 -11.569
C2 17.629 4.151 -11.398
H12 24.405 5.423 -12.272
H13 15.756 4.812 -16.998
C3 13.453 1.679 -12.387
C4 15.348 10.947 -14.687
H14 25.465 8.545 -9.382
H15 23.759 0.562 -11.990
H16 21.713 7.220 -9.476
O3 14.028 -0.265 -16.470
H17 20.953 -0.957 -14.747
C5 15.613 -0.267 -18.348
O4 19.228 3.660 -17.792
H18 19.551 0.303 -11.555
H19 18.776 5.699 -4.383
H20 19.531 -2.804 -13.960
H21 15.204 11.805 -7.824
O5 16.046 -1.620 -18.002
H22 17.366 8.496 -12.259
O6 14.879 7.513 -7.279
H23 23.214 10.985 -12.840
C6 23.322 -0.379 -12.323
C7 21.345 3.309 -16.369
O7 19.884 8.873 -8.704
H24 21.184 10.048 -12.635
H25 21.094 6.432 -16.453
H26 17.630 5.024 -15.331
H27 17.190 8.830 -8.546
O8 21.077 3.089 -8.120
O9 18.890 4.052 -6.526
C8 13.548 2.756 -13.470
H28 14.685 1.402 -17.347
O10 23.987 -2.355 -13.770
H29 20.240 3.223 -5.090
C9 24.223 -1.037 -13.453
H30 16.633 5.327 -7.183
H31 23.106 8.885 -8.755
H32 20.632 4.710 -5.668
C10 14.875 6.304 -7.991
O11 11.939 6.225 -9.886
H33 14.799 -4.933 -14.155
O12 21.502 12.763 -12.719
H34 16.792 4.827 -11.574
H35 19.939 3.627 -2.610
C11 11.817 6.095 -11.305
H36 23.299 3.167 -10.720
H37 21.623 8.898 -15.385
O13 14.230 4.815 -15.533
H38 24.262 7.182 -11.935
O14 14.461 9.979 -15.154
H39 22.049 0.637 -13.475
O15 17.178 0.696 -12.358
H40 21.901 5.113 -11.910
H41 16.505 0.290 -18.635
C12 18.798 10.153 -11.908
C13 22.354 6.101 -11.988
H42 16.947 10.986 -6.063
O16 21.756 9.731 -13.338
O17 13.163 2.332 -14.771
H43 21.573 2.393 -7.682
H44 17.446 3.684 -10.431
H45 16.984 11.492 -9.622
C14 16.165 -3.621 -14.066
C15 26.042 9.734 -7.631
H46 21.075 3.218 -18.587
H47 17.220 -3.686 -13.802
H48 17.445 2.119 -7.974
H49 18.273 8.269 -10.827
H50 13.653 0.502 -16.029
C16 25.035 8.890 -8.441
C17 22.594 2.639 -10.077
O18 26.511 10.787 -8.483
H51 15.610 6.225 -15.995
H52 19.320 3.538 -7.214
H53 20.848 11.926 -14.590
H54 25.246 -1.068 -13.076
O19 15.506 -4.743 -13.534
H55 14.854 -0.209 -19.128
H56 22.895 3.897 -8.194
O20 19.904 4.499 -3.011
O21 19.271 -0.993 -9.971
O22 21.499 7.026 -11.273
C18 12.865 6.761 -12.222
H57 16.222 0.754 -12.431
H58 15.170 -2.260 -12.572
H59 19.025 8.063 -17.237
H60 16.219 -3.502 -15.148
O23 16.475 2.532 -5.517
H61 18.731 10.376 -12.973
O24 17.600 3.241 -12.466
H62 14.268 5.561 -7.474
C19 16.308 5.795 -8.112
H63 19.691 6.629 -10.565
O25 18.999 5.971 -10.458
H64 14.437 6.553 -8.957
H65 15.611 10.148 -7.262
C20 17.570 -0.192 -11.300
H66 20.160 10.074 -10.488
H67 22.333 13.183 -12.484
C21 22.187 3.668 -8.991
C22 18.367 8.632 -11.850
H68 14.005 7.902 -7.198
C23 19.906 -1.110 -15.009
H69 15.681 0.697 -6.121
C24 19.741 4.138 -5.409
H70 16.410 10.714 -14.774
H71 19.796 1.043 -13.574
C25 22.549 10.851 -13.693
H72 22.060 8.366 -7.119
H73 12.219 2.405 -14.930
C26 19.117 4.689 -4.158
H74 15.186 11.859 -15.263
H75 24.071 1.609 -9.613
H76 19.693 4.094 -11.137
O26 17.506 9.593 -9.035
O27 21.981 -0.060 -12.818
H77 19.907 -1.601 -15.982
H78 11.873 5.060 -11.641
H79 21.732 2.450 -10.716
H80 18.959 3.850 -16.890
H81 17.492 -1.199 -11.712
O28 22.178 7.059 -8.652
O29 23.125 1.556 -9.459
H82 18.167 4.162 -4.070
H83 26.937 9.182 -7.343
C27 16.672 1.408 -7.682
C28 18.868 0.131 -10.723
H84 23.672 6.738 -9.873
H85 18.946 1.004 -10.075
C29 16.577 1.316 -6.176
C30 14.947 11.154 -13.193
O30 21.438 8.389 -16.178
H86 17.195 2.399 -12.249
H87 20.026 2.900 -15.003
H88 20.928 4.746 -17.947
C31 15.977 11.038 -7.775
H89 16.423 4.959 -14.073
H90 20.928 7.484 -11.893
O31 20.415 3.713 -15.335
O32 14.124 0.458 -12.623
H91 25.632 10.287 -6.786
O33 14.126 6.263 -11.963
C32 21.458 7.549 -7.519
H92 17.214 2.879 -14.387
H93 16.656 -0.090 -10.716
H94 19.670 8.527 -6.699
H95 14.495 -1.578 -14.983
H96 18.781 7.694 -13.527
O34 17.017 11.518 -6.859
H97 17.449 0.707 -5.939
C33 20.622 7.225 -15.873
H98 12.541 6.715 -13.262
C34 19.140 7.449 -16.345
H99 17.936 6.417 -9.018
O35 15.565 10.091 -12.392
C35 21.735 12.095 -13.980
C36 16.569 10.615 -9.125
O36 20.169 10.351 -11.407
C37 18.995 4.883 -11.419
H100 14.616 2.975 -13.488
H101 21.645 4.527 -9.386
H102 19.301 0.549 -16.358
C38 16.657 4.604 -15.076
H103 18.182 0.098 -15.164
H104 18.683 9.099 -15.698
H105 22.337 3.735 -16.211
C39 20.643 3.718 -17.720
H106 23.122 10.692 -14.606
H107 22.353 12.824 -14.503
H108 14.150 3.858 -15.525
H109 15.970 -1.409 -13.952
H110 14.921 1.632 -7.498
H111 11.620 7.087 -9.606
O37 14.239 -2.153 -14.259
O38 24.249 6.147 -10.362
C40 19.250 0.261 -15.308
H112 10.820 6.485 -11.512
H113 15.359 -2.286 -17.921
O39 17.259 6.722 -8.410
H114 23.059 -2.597 -13.822
H115 17.070 0.462 -8.049
H116 12.434 1.299 -12.312
O40 19.147 -1.929 -14.055
O41 18.532 8.213 -15.362
H117 15.956 0.469 -16.447
H118 22.183 6.371 -13.030
O42 23.769 9.540 -8.521
C41 15.514 5.140 -15.987
H119 16.267 5.114 -8.962
H120 13.609 -0.126 -13.184
H121 21.405 6.833 -6.699
H122 13.880 11.215 -12.982
H123 24.641 8.112 -7.787
H124 19.052 9.348 -8.652
H125 19.340 7.109 -7.512
H126 18.533 6.547 -16.422
C42 15.487 -2.325 -13.613
C43 15.089 0.419 -17.106
H127 21.456 2.225 -16.392
H128 14.495 10.038 -16.111
H129 20.593 6.882 -14.839
C44 23.871 6.190 -11.711
H130 13.034 7.837 -12.192
O43 16.707 3.126 -15.163
O44 19.723 1.320 -14.490
H131 25.688 11.147 -8.822
H132 15.460 12.013 -12.760